The following is a DFT calculation (the ωB97M-V functional and the def2-TZVPD basis) of a 9-piece molecular cluster, C43H73BBrF3N3O39S8 overall in a non-equilibrium geometry.

Summary:
E_tot = -10863.63773 hartree
gap between HOMO and LUMO = 6.150 eV
highest occupied orbital energy = -0.35772 hartree
2S+1 = 1
total charge = +1

```
171
Properties=species:S:1:pos:R:3:forces:R:3:mulliken_charge:R:1
C -3.5967 -4.7745 1.4002 -1.54 0.55 2.01 -0.480
C -4.5926 -4.3258 2.4173 2.06 0.69 -1.04 -0.307
C -4.5421 -2.7309 2.8617 -5.37 3.14 -1.85 0.560
O -5.5386 -1.8771 2.5486 6.67 -4.99 2.18 -0.507
O -3.3500 -2.3218 3.6517 -2.62 -0.23 -3.52 -0.319
C -2.6611 -1.3103 2.8361 2.25 1.19 -1.25 -0.369
C -1.0872 -1.7384 2.4650 -0.54 0.65 -0.05 -0.342
C -0.5064 -0.4574 1.5759 -0.09 -1.78 -0.14 0.352
C 0.7415 -1.0156 0.6771 1.18 0.13 0.49 -0.900
C 2.0229 0.0570 0.5768 0.14 -1.57 -0.90 -0.626
C 1.6678 1.3031 -0.4017 0.14 -0.25 -2.36 -0.247
C 1.6206 2.7904 0.2531 3.97 -3.93 2.98 0.876
O 1.1305 2.5286 1.6389 0.23 1.43 -1.45 -0.544
C 3.2509 3.0861 0.4883 -0.04 -1.74 0.10 -1.354
O 3.5079 4.3010 1.2405 -2.00 0.37 -3.61 -0.335
C 2.9926 5.3948 0.3417 1.28 1.18 2.20 0.379
C 4.1455 5.6984 -0.7295 4.46 1.03 0.04 0.503
F 4.3565 7.1891 -0.9016 -1.12 -5.15 -0.04 -0.254
F 4.2483 4.9760 -1.9840 -0.79 2.55 3.55 -0.243
F 5.4330 5.3187 -0.0093 -3.70 1.12 -2.39 -0.256
C 1.4085 5.2878 -0.0057 0.03 2.91 0.96 -0.741
Br 0.7177 5.6749 1.9098 0.12 -0.62 -1.32 0.114
C 0.8937 6.5857 -0.8470 -1.90 4.75 -3.73 0.743
C -0.3910 7.5827 -0.4598 0.45 0.03 -1.17 0.411
C -0.9183 8.8716 -1.3014 3.42 -2.20 -1.44 -0.416
N -0.2400 9.3152 -2.5559 1.71 -5.02 3.22 -0.477
C 0.9127 8.4604 -2.9741 -0.51 -1.01 1.58 -0.375
C 1.5601 7.1496 -2.2774 -3.14 1.24 2.09 -0.278
N 0.8882 3.9055 -0.4903 -0.99 0.08 1.36 1.554
C 0.9072 3.8047 -1.9949 2.13 0.38 -4.22 -0.267
C -0.3072 4.3418 -2.9154 -0.15 2.07 -2.14 -0.957
N -1.3614 3.3613 -3.3607 1.24 -1.21 -0.82 0.595
C -2.5785 4.0591 -3.9272 -1.30 0.56 -0.87 -0.318
C -2.3094 4.7224 -5.4087 -1.00 0.61 -0.26 -0.965
C -0.8718 2.2914 -4.2949 3.36 -1.55 -2.60 0.514
C -1.8999 0.9811 -4.4633 -0.55 0.87 1.23 -1.018
O 0.2957 2.2584 -4.9522 -6.41 0.84 4.53 -0.551
B -0.6041 3.6918 -0.1253 -6.71 -0.55 0.55 -0.522
O -1.2740 2.3450 -0.0259 2.98 2.42 -2.58 -0.268
O -1.6456 4.7402 -0.0753 3.32 -2.97 0.68 -0.176
C -2.8829 4.2932 0.5666 -3.50 1.40 0.62 -0.205
C -3.8061 5.6817 0.7274 0.98 0.39 -1.12 -0.678
H -2.6979 -5.4364 1.7839 -2.77 -0.03 -1.50 0.242
H -3.7242 -4.4459 0.2776 1.36 0.52 2.60 0.250
H -5.3843 -5.0165 2.9406 2.62 1.21 0.05 0.322
H -3.1676 -1.1059 1.7834 0.73 -0.59 2.41 0.254
H -2.5696 -0.2690 3.3794 -0.54 -2.17 -0.77 0.202
H -0.4196 -1.8309 3.4351 -1.48 0.00 -1.95 0.243
H -1.0421 -2.7551 1.8424 -0.19 2.27 1.39 0.234
H -1.3603 -0.1247 0.8407 1.70 -0.23 1.68 -0.098
H -0.1748 0.3653 2.3373 -0.71 -1.35 -1.78 0.079
H 0.4241 -1.3297 -0.4261 0.57 0.84 2.34 0.211
H 1.2120 -1.9902 1.1650 -1.16 2.15 -0.98 0.363
H 2.4792 0.3181 1.6217 -1.19 -0.33 -1.90 0.198
H 2.8674 -0.5829 0.0228 -1.76 1.56 1.19 0.230
H 0.6963 0.9906 -1.0188 1.98 0.92 1.54 -0.045
H 2.5240 1.3400 -1.2357 -1.82 0.00 1.68 0.509
H 1.8744 2.5703 2.3040 -1.04 0.41 -1.31 0.535
H 3.6837 2.1998 1.1661 -1.28 1.88 -1.52 0.188
H 3.8030 2.9559 -0.5314 -0.81 0.84 1.68 0.233
H 3.0950 6.3563 1.0634 -0.42 -2.13 -2.06 0.548
H -1.0665 7.3447 0.4963 1.88 0.41 -2.31 -0.327
H -1.8701 9.5033 -0.9536 2.42 -1.69 -0.71 0.336
H 1.4243 8.7902 -4.0025 -1.30 -0.74 2.62 0.300
H 2.4574 6.5938 -2.7804 -1.88 1.37 0.93 0.213
H 1.8585 4.4460 -2.3332 -2.18 -1.39 0.77 -0.301
H 1.1466 2.7635 -2.4673 -0.46 1.54 1.70 0.619
H 0.2020 4.6900 -3.9441 -0.49 -0.64 2.45 0.533
H -0.8673 5.3181 -2.5623 1.29 -2.18 -0.22 0.117
H -3.4968 3.3217 -4.0559 2.15 1.34 0.62 0.426
H -2.9102 4.9127 -3.1969 0.73 -1.84 -1.18 0.148
H -2.6403 5.8684 -5.3552 1.02 -2.50 -0.25 0.282
H -3.0438 4.2270 -6.1927 1.68 0.95 1.58 0.295
H -1.2092 4.6101 -5.8030 -2.17 0.26 0.90 0.298
H -2.7375 1.2459 -5.2478 1.92 -0.71 1.35 0.284
H -1.3330 -0.0201 -4.6717 -0.91 2.30 -0.02 0.346
H -2.4798 0.8166 -3.4322 1.27 0.54 -2.17 0.227
H -1.2953 2.0486 -1.0019 -0.17 0.32 1.91 0.325
H -2.7589 3.8541 1.6517 0.19 0.59 -2.44 0.231
H -3.5541 3.5924 -0.1302 1.98 1.29 1.53 0.135
H -4.9504 5.4581 0.8195 2.33 0.34 0.10 0.241
H -3.6748 6.2806 -0.2973 -0.37 -1.32 2.16 0.128
H -3.3861 6.4011 1.5681 -1.01 -1.69 -1.56 0.167
C -0.8900 11.3558 4.0035 0.77 0.24 0.14 -0.389
C -0.4324 11.6711 2.5819 -0.33 0.80 0.26 -0.341
O -0.5487 10.4408 1.8708 -0.55 -1.04 0.55 -0.247
S -1.7959 9.5889 2.4865 -0.27 0.50 0.11 1.126
O -2.9545 9.8183 1.6522 1.45 -0.76 1.03 -0.577
O -1.3220 8.2682 2.8295 -0.67 1.27 -0.71 -0.462
O -1.9805 10.4473 3.8602 -0.11 -0.55 -1.23 -0.326
H -0.0995 10.8525 4.5694 -0.04 0.10 -0.05 0.277
H -1.2085 12.2518 4.5429 -0.17 -0.27 -0.13 0.323
H 0.5952 12.0408 2.5474 -0.13 -0.31 -0.10 0.306
H -1.0973 12.4000 2.1065 0.10 -0.01 0.10 0.297
C -4.6114 -10.0560 -0.0932 0.05 -0.41 0.95 -0.377
C -5.5172 -9.2104 0.7979 -0.53 -0.67 -0.31 -0.317
O -5.0431 -7.8738 0.6507 0.92 0.34 -0.96 -0.272
S -4.4575 -7.6827 -0.8596 -0.44 -0.21 0.26 1.139
O -5.4886 -7.0725 -1.6694 1.64 -0.52 0.71 -0.588
O -3.1156 -7.1565 -0.7661 -1.59 -0.27 -0.33 -0.525
O -4.3695 -9.2622 -1.2536 -0.30 1.39 -0.06 -0.233
H -3.6500 -10.2501 0.3932 -0.21 -0.05 -0.06 0.278
H -5.0760 -11.0059 -0.3711 0.17 0.33 -0.14 0.300
H -5.4784 -9.5202 1.8449 0.15 0.27 -0.16 0.317
H -6.5544 -9.2411 0.4478 0.08 -0.06 0.07 0.314
C -2.2465 -7.5868 -3.9867 -0.52 0.44 0.33 -0.040
C -3.4407 -7.7550 -4.9223 -0.11 -0.61 0.46 -0.265
O -3.0139 -7.2182 -6.1723 1.15 0.29 0.00 -0.337
S -1.4116 -7.4733 -6.3391 0.14 -0.12 -0.45 1.075
O -1.2250 -8.6614 -7.1421 0.04 1.69 0.99 -0.526
O -0.7770 -6.2114 -6.6413 -0.79 -1.68 0.14 -0.540
O -1.0955 -7.8546 -4.7859 -0.25 -0.10 -1.06 -0.328
H -2.1748 -6.5577 -3.6203 -0.07 -0.13 0.04 0.280
H -2.2884 -8.2728 -3.1365 0.19 0.06 -0.25 0.056
H -4.3295 -7.2320 -4.5613 0.20 0.07 -0.22 0.282
H -3.6776 -8.8136 -5.0726 -0.01 0.08 0.10 0.335
C 5.4306 -1.1124 3.7887 0.75 0.26 0.17 -0.350
C 5.8882 -0.7970 2.3671 -0.17 0.49 0.28 0.104
O 5.7719 -2.0273 1.6561 -0.63 -0.88 0.58 -0.351
S 4.5247 -2.8793 2.2718 0.05 -0.22 0.03 0.912
O 3.3661 -2.6499 1.4374 1.41 -0.64 1.12 -0.449
O 4.9986 -4.1999 2.6148 -0.78 1.62 -0.71 -0.491
O 4.3401 -2.0209 3.6454 -0.21 -0.42 -1.19 -0.350
H 6.2211 -1.6157 4.3547 -0.03 0.12 -0.06 0.332
H 5.1121 -0.2164 4.3282 -0.14 -0.24 -0.10 0.291
H 6.9158 -0.4273 2.3327 -0.22 -0.37 -0.12 0.421
H 5.2233 -0.0681 1.8917 0.07 0.04 0.07 -0.131
C 8.1917 3.9843 2.2508 0.45 -0.10 -0.66 -0.428
C 7.2820 3.0103 1.5068 -0.29 0.79 -0.32 0.010
O 7.1960 1.8628 2.3487 0.44 0.16 0.98 -0.244
S 7.2980 2.3389 3.9054 0.40 0.28 0.54 1.108
O 5.9562 2.4397 4.4352 1.61 -0.34 -0.47 -0.550
O 8.3431 1.5772 4.5487 -1.73 0.73 -0.80 -0.543
O 7.8502 3.8478 3.6292 -0.83 -1.07 0.19 -0.318
H 9.2446 3.7094 2.1319 -0.11 0.04 -0.05 0.322
H 8.0468 5.0171 1.9226 -0.09 -0.17 0.27 0.340
H 7.6765 2.7393 0.5247 0.00 -0.18 0.28 0.389
H 6.2735 3.4217 1.3928 0.13 0.07 -0.03 -0.081
C -7.8615 2.8671 -0.7198 0.12 -0.30 0.66 -0.217
C -8.7673 3.7127 0.1714 -0.52 -0.57 -0.22 -0.369
O -8.2932 5.0492 0.0242 0.92 0.12 -0.83 -0.309
S -7.7076 5.2404 -1.4861 -0.53 0.39 -0.30 1.037
O -8.7387 5.8505 -2.2959 1.74 -0.72 0.95 -0.565
O -6.3657 5.7666 -1.3927 -1.60 -0.43 -0.18 -0.413
O -7.6196 3.6609 -1.8801 -0.30 1.01 0.15 -0.302
H -6.9001 2.6730 -0.2334 -0.10 -0.03 0.02 0.187
H -8.3261 1.9172 -0.9976 0.08 0.28 -0.16 0.315
H -8.7285 3.4029 1.2184 0.13 0.27 -0.15 0.328
H -9.8045 3.6819 -0.1788 0.10 -0.09 0.06 0.307
C -0.0543 -13.0761 -1.3693 0.42 -0.16 -0.66 -0.324
C -0.9401 -12.3998 -2.4123 0.46 0.57 0.22 -0.184
O -2.1845 -13.0929 -2.3510 -0.13 -0.69 0.94 -0.308
S -2.4359 -13.5962 -0.8200 0.04 -0.61 -0.08 1.041
O -3.2964 -12.6362 -0.1650 0.92 -1.38 -0.57 -0.472
O -2.7130 -15.0135 -0.8446 0.03 2.11 0.12 -0.541
O -0.9165 -13.3737 -0.2723 -1.20 0.25 -0.24 -0.315
H 0.3518 -14.0192 -1.7489 -0.01 0.12 0.00 0.286
H 0.7670 -12.4315 -1.0448 -0.28 -0.11 0.15 0.318
H -0.5166 -12.4560 -3.4179 -0.27 -0.16 0.13 0.326
H -1.1242 -11.3518 -2.1532 0.11 -0.05 -0.04 0.151
C 8.7440 -6.2767 3.8973 -0.21 0.52 -0.32 -0.349
C 7.2643 -6.5688 3.6628 -0.03 0.30 0.67 -0.012
O 7.2402 -7.6742 2.7627 1.05 -0.39 -0.17 -0.287
S 8.5401 -8.6176 3.0472 0.00 -0.55 -0.09 1.094
O 8.1276 -9.7082 3.9025 0.77 1.29 -1.26 -0.540
O 9.2416 -8.8170 1.8004 -1.03 0.03 1.61 -0.525
O 9.3805 -7.5523 3.9511 -0.69 -0.69 -0.27 -0.309
H 9.1728 -5.7171 3.0598 -0.07 0.00 0.07 0.317
H 8.9139 -5.7264 4.8266 0.07 -0.31 -0.08 0.310
H 6.7333 -5.7137 3.2378 0.08 -0.32 -0.14 0.078
H 6.7718 -6.8781 4.5908 0.06 0.10 -0.03 0.267
```
Positions in Å, forces in eV/Å.